Density functional theory data (ωB97M-V with the def2-TZVPD basis set) for a 2-piece molecular cluster, C2H8O2 overall.

```
! RIJCOSX wB97M-V def2-TZVPD def2/J DEFGRID3
* xyz 0 1
H -2.647 0.214 -1.322
H -2.984 -0.976 -0.178
C -2.105 -0.498 -0.713
O 2.570 0.284 -0.501
C 1.755 0.473 0.643
H 2.164 0.084 1.590
H 1.753 1.594 0.628
H -1.509 -1.093 -1.415
H 3.068 -0.538 -0.434
O -1.186 -0.021 0.231
H 0.726 0.095 0.476
H -1.605 0.382 0.995
*
```

Output
Highest occupied orbital energy (eV): -9.7
Lowest unoccupied orbital energy (eV): 0.82
SMILES string: CO.CO

Atomic partial charges in e from the Mulliken method, atoms 1 to 6:
1 H 0.263
2 H 0.207
3 C -0.510
4 O -0.514
5 C -0.210
6 H 0.276

=====

Density functional theory data (ωB97M-V with the def2-TZVPD basis set) for a 2-piece molecular cluster, C2H8O2 overall.

```
! RIJCOSX wB97M-V def2-TZVPD def2/J DEFGRID3
* xyz 0 1
H 0.570 -0.841 -1.848
H 1.201 -1.347 1.906
H 0.218 0.685 -0.904
H -1.643 1.460 0.231
C 0.497 -1.090 0.259
H -0.622 -1.071 0.131
O -2.124 1.621 -0.600
H 2.083 0.015 -1.024
O 0.929 -0.495 1.473
H -1.704 2.114 -1.382
C 0.922 -0.247 -0.945
H 0.950 -1.997 0.025
*
```

Output
Highest occupied orbital energy (eV): -10.5
Lowest unoccupied orbital energy (eV): 0.83
SMILES string: CCO.O

Atomic partial charges in e from the Mulliken method, atoms 1 to 6:
1 H 0.288
2 H 0.342
3 H 0.017
4 H 0.334
5 C -0.351
6 H 0.219

=====

Density functional theory data (ωB97M-V with the def2-TZVPD basis set) for a 2-piece molecular cluster, C2H8O2 overall.

```
! RIJCOSX wB97M-V def2-TZVPD def2/J DEFGRID3
* xyz 0 1
C 2.176 0.075 0.344
H -1.834 1.357 -0.387
H -3.021 -0.038 0.605
H 2.584 1.101 0.235
O -1.173 0.682 -0.078
H 3.067 -0.630 0.210
C -2.096 -0.484 0.173
H 1.756 -0.045 1.376
H -2.321 -1.073 -0.765
H -1.558 -1.063 1.040
O 1.231 -0.335 -0.579
H 0.384 0.068 -0.156
*
```

Output
Highest occupied orbital energy (eV): -9.5
Lowest unoccupied orbital energy (eV): 0.62
SMILES string: CO.CO

Atomic partial charges in e from the Mulliken method, atoms 1 to 6:
1 C -0.499
2 H 0.328
3 H 0.335
4 H 0.216
5 O -0.587
6 H 0.190

=====

Density functional theory data (ωB97M-V with the def2-TZVPD basis set) for a 2-piece molecular cluster, C2H8O2 overall.

```
! RIJCOSX wB97M-V def2-TZVPD def2/J DEFGRID3
* xyz 0 1
H 0.942 1.214 1.503
H -0.178 -0.524 -1.564
C -0.846 0.037 -0.919
H 0.483 -2.369 0.409
O 1.152 -2.228 1.074
H -1.518 0.546 -1.625
H 0.673 1.576 -0.914
O 0.613 0.576 0.894
C -0.075 1.163 -0.241
H -1.419 -0.565 -0.224
H -0.741 1.891 0.223
H 0.915 -1.317 1.384
*
```

Output
Highest occupied orbital energy (eV): -10.6
Lowest unoccupied orbital energy (eV): 0.76
SMILES string: CCO.O

Atomic partial charges in e from the Mulliken method, atoms 1 to 6:
1 H 0.252
2 H 0.263
3 C -1.116
4 H 0.299
5 O -0.652
6 H 0.350

=====

Density functional theory data (ωB97M-V with the def2-TZVPD basis set) for a 2-piece molecular cluster, C2H8O3PS overall.

```
! RIJCOSX wB97M-V def2-TZVPD def2/J DEFGRID3
* xyz 1 1
C 0.206 2.095 0.531
H 1.498 -1.175 1.263
H -0.087 0.511 -3.081
O -0.245 -1.618 0.334
S -2.880 -0.228 0.317
H 1.215 -2.951 0.776
H 0.920 2.727 1.088
H -0.683 2.712 0.792
H 0.579 2.074 -0.522
H -3.018 -1.507 -0.317
P -0.782 -0.250 0.092
H 1.610 -1.835 -0.587
C 1.171 -1.908 0.492
O 0.105 0.749 0.980
O 0.390 0.603 -2.161
*
```

Output
Highest occupied orbital energy (alpha / beta) (eV): -14.5 / -14.4
Lowest unoccupied orbital energy (alpha / beta) (eV): -7.09 / -7.09

Atomic partial charges in e from the Mulliken method, atoms 1 to 6:
1 C -0.684
2 H 0.306
3 H 0.298
4 O -0.149
5 S -0.163
6 H 0.257

=====

Density functional theory data (ωB97M-V with the def2-TZVPD basis set) for a 2-piece molecular cluster, C2H8OS2 overall.

```
! RIJCOSX wB97M-V def2-TZVPD def2/J DEFGRID3
* xyz 0 1
C -1.699 -0.330 1.637
S 1.662 -0.398 -1.036
H 0.247 -1.067 2.137
H -1.772 0.994 -2.475
H -2.418 -1.083 1.944
C -0.287 -0.814 1.223
O -2.112 0.677 -1.606
H -2.120 0.176 0.771
H -2.509 1.481 -1.262
H -0.386 -1.608 0.494
H -1.575 0.467 2.375
H 2.275 -1.310 -0.252
S 0.653 0.585 0.562
*
```

Output
Highest occupied orbital energy (eV): -8.5
Lowest unoccupied orbital energy (eV): 0.48
SMILES string: CCSS.O

Atomic partial charges in e from the Mulliken method, atoms 1 to 6:
1 C -0.986
2 S -0.223
3 H 0.354
4 H 0.295
5 H 0.329
6 C -0.440

=====

Density functional theory data (ωB97M-V with the def2-TZVPD basis set) for a 2-piece molecular cluster, C2H8OS2 overall.

```
! RIJCOSX wB97M-V def2-TZVPD def2/J DEFGRID3
* xyz 0 1
H -1.027 -0.860 3.151
H -3.511 -1.167 -0.898
S -1.327 0.048 2.195
H 1.423 2.030 0.331
C 0.907 0.219 -0.697
H 2.583 0.628 0.521
H -2.044 -1.351 -0.587
O -2.758 -1.721 -1.129
C 1.934 1.196 -0.138
H 2.490 1.583 -0.996
H 0.146 0.701 -1.304
S -0.087 -0.610 0.703
H 1.271 -0.696 -1.153
*
```

Output
Highest occupied orbital energy (eV): -8.5
Lowest unoccupied orbital energy (eV): -0.16
SMILES string: CCSS.O

Atomic partial charges in e from the Mulliken method, atoms 1 to 6:
1 H 0.166
2 H 0.308
3 S -0.181
4 H 0.302
5 C -0.363
6 H 0.298

=====

Density functional theory data (ωB97M-V with the def2-TZVPD basis set) for a 2-piece molecular cluster, C2H8S overall.

```
! RIJCOSX wB97M-V def2-TZVPD def2/J DEFGRID3
* xyz 1 2
S -0.756 -1.018 -4.437
H -0.269 -0.705 -3.204
H -0.629 1.374 1.900
H 1.372 -0.458 0.547
H 1.742 0.999 1.440
C -0.390 0.412 1.455
H -0.894 -0.249 2.169
H 1.401 -0.468 2.318
H -0.825 0.308 0.462
H -1.863 -0.307 -4.099
C 1.112 0.112 1.448
*
```

Output
Highest occupied orbital energy (alpha / beta) (eV): -14.1 / -14.1
Lowest unoccupied orbital energy (alpha / beta) (eV): -5.51 / -10.93

Atomic partial charges in e from the Mulliken method, atoms 1 to 6:
1 S 0.300
2 H 0.357
3 H 0.279
4 H 0.212
5 H 0.268
6 C -0.717

=====

Density functional theory data (ωB97M-V with the def2-TZVPD basis set) for a 2-piece molecular cluster, C2H8S2 overall.

```
! RIJCOSX wB97M-V def2-TZVPD def2/J DEFGRID3
* xyz 0 1
H 1.614 0.804 -1.772
H 0.799 -1.070 -0.229
S 2.296 0.841 -0.577
C -1.574 0.498 0.750
H -0.509 0.702 0.971
H -2.150 1.214 1.258
H -3.196 0.276 -1.006
H 2.526 -1.546 -0.510
H -1.788 -0.500 1.152
H 1.970 -0.950 1.041
C 1.863 -0.849 -0.029
S -1.851 0.579 -1.048
*
```

Output
Highest occupied orbital energy (eV): -9.1
Lowest unoccupied orbital energy (eV): 0.80
SMILES string: CS.CS

Atomic partial charges in e from the Mulliken method, atoms 1 to 6:
1 H 0.123
2 H 0.188
3 S -0.208
4 C -0.738
5 H 0.183
6 H 0.364

=====

Density functional theory data (ωB97M-V with the def2-TZVPD basis set) for a 2-piece molecular cluster, C2H8S4 overall.

```
! RIJCOSX wB97M-V def2-TZVPD def2/J DEFGRID3
* xyz 0 1
H -1.910 1.664 -1.536
S -2.467 -0.583 -1.081
S 2.129 -1.002 0.001
C 1.805 0.013 1.406
H 1.147 0.870 1.267
H -2.636 1.402 0.127
S 2.230 0.165 -1.622
H 1.004 -0.048 -2.160
C -1.908 1.078 -0.626
H -0.980 1.148 -0.054
H 1.431 -0.597 2.229
H 2.768 0.362 1.797
S -1.011 -1.772 -0.278
H -1.602 -2.698 0.528
*
```

Output
Highest occupied orbital energy (eV): -8.5
Lowest unoccupied orbital energy (eV): 0.54
SMILES string: CSS.CSS

Atomic partial charges in e from the Mulliken method, atoms 1 to 6:
1 H 0.273
2 S -0.078
3 S -0.069
4 C -0.760
5 H 0.237
6 H 0.320

=====

In kJ/mol, the energy above the lowest of the compared OMol25 structures with the same formula, charge and spin values for the records above are, in order, 118.51 108.03 124.67 10.85 509.46 51.36 129.28 114.74 35.79 65.99.